(1)
{
  "formula": "C2",
  "method": "wB97M-V/def2-TZVPD",
  "symbols": ["C", "C"],
  "coordinates": [[-0.81598, -0.34256, 0.00322], [0.81598, 0.34256, -0.00322]],
  "forces_ev_per_angstrom": [[6.301, 2.645, -0.025], [-6.301, -2.645, 0.025]],
  "lowdin_charge": [0.000, 0.000],
  "multiplicity": 1,
  "molar_mass_g_mol": 24.0,
  "gap_ev": 6.593,
  "total_energy_ha": -75.797363,
  "e_above_lowest_kj_mol": 210.4,
  "max_force_ev_per_a": 6.83
}

=====

(2)
{
  "formula": "C5H13N3",
  "method": "wB97M-V/def2-TZVPD",
  "symbols": ["C", "C", "C", "C", "C", "H", "H", "H", "H", "H", "H", "H", "H", "H", "H", "H", "H", "H", "N", "N", "N"],
  "coordinates": [[-1.27099, 1.70893, 0.03010], [-0.61866, 0.43347, -0.00525], [-1.07364, -0.74525, 0.89220], [0.79609, 0.78349, -0.30894], [0.00354, 0.02105, -1.38834], [-0.95451, 2.42035, 0.77713], [-2.40043, 1.62227, 0.18184], [-0.89294, 2.35944, -0.79692], [-1.80658, -1.33530, 0.31994], [-1.26781, -0.66957, 1.97346], [0.47149, -1.97710, 2.28645], [0.54028, -2.28431, 0.42942], [1.06452, 1.87969, -0.23998], [2.42900, 1.20987, 0.63773], [1.69080, -0.28153, 1.62840], [-0.35759, 0.68212, -1.98002], [-0.40240, -1.78605, -2.18777], [1.41029, -1.37531, -2.13524], [0.28090, -1.61174, 1.21888], [1.95153, 0.22578, 0.39815], [0.40712, -1.28030, -1.73124]],
  "forces_ev_per_angstrom": [[-3.320, 2.342, -0.466], [1.538, -2.401, 0.848], [3.962, -1.743, 0.913], [1.312, -0.454, 2.055], [2.607, -1.129, 5.232], [0.346, -0.435, 1.333], [1.168, 0.503, -0.867], [-1.270, -0.768, -0.314], [0.122, 0.014, 0.659], [-1.111, 1.192, -0.774], [-1.417, 0.817, -3.908], [-0.449, 1.277, 1.909], [-1.338, -1.095, -1.449], [-0.516, -3.306, -0.330], [0.453, 2.029, -5.415], [-2.210, 3.675, -5.115], [2.092, 0.565, 0.293], [-2.835, 0.188, 0.718], [-1.027, -1.565, 0.976], [1.716, 1.547, 4.664], [0.174, -1.255, -0.961]],
  "lowdin_charge": [-0.091, -0.432, -0.092, -0.335, -0.262, 0.077, 0.109, 0.099, 0.098, 0.096, 0.118, 0.060, 0.135, 0.075, 0.202, 0.055, 0.110, 0.135, -0.117, -0.072, 0.032],
  "multiplicity": 1,
  "molar_mass_g_mol": 115.2,
  "gap_ev": 8.745,
  "total_energy_ha": -362.348442,
  "e_above_lowest_kj_mol": 613.9,
  "max_force_ev_per_a": 6.67
}

=====

(3)
{
  "formula": "C20H27NO4",
  "method": "wB97M-V/def2-TZVPD",
  "symbols": ["C", "H", "H", "H", "C", "C", "H", "H", "H", "O", "C", "C", "C", "N", "C", "O", "C", "O", "C", "C", "C", "C", "C", "C", "H", "H", "O", "C", "C", "C", "C", "C", "H", "H", "C", "H", "H", "H", "H", "H", "H", "H", "H", "H", "H", "H", "H", "H", "H", "H", "H", "H"],
  "coordinates": [[5.05064, -2.20724, -1.21708], [5.93943, -1.85906, -0.69592], [5.01416, -3.29175, -1.16606], [5.11877, -1.91503, -2.26233], [3.80187, -1.62102, -0.55628], [3.64233, -2.14480, 0.86759], [3.49479, -3.22082, 0.85518], [2.79022, -1.67284, 1.34949], [4.53469, -1.91365, 1.44329], [3.85541, -0.20636, -0.45278], [3.81566, 0.50871, -1.66940], [3.52122, 1.97846, -1.36856], [2.07833, 2.20258, -0.91878], [1.81291, 1.52505, 0.32626], [1.23068, 2.10836, 1.38074], [0.80991, 3.24828, 1.40203], [1.12677, 1.17604, 2.59698], [1.00705, -0.18762, 2.26197], [-0.16051, -0.60187, 1.66677], [-1.17266, 0.24826, 1.26246], [-2.29879, -0.31820, 0.66864], [-2.38867, -1.71292, 0.48981], [-1.37256, -2.56271, 0.89397], [-0.26571, -1.99093, 1.48249], [0.54982, -2.60756, 1.82467], [-1.44853, -3.62926, 0.75691], [-3.56472, -2.04163, -0.10533], [-4.22485, -0.86650, -0.30552], [-3.51710, 0.20648, 0.13311], [-4.00992, 1.60996, 0.03299], [-5.17462, 1.66452, -0.95872], [-6.18478, 0.55067, -0.67805], [-7.06908, 0.68113, -1.30383], [-6.49816, 0.61004, 0.36608], [-5.56742, -0.82608, -0.94312], [-6.19952, -1.62298, -0.54532], [-5.46818, -0.99437, -2.02060], [-5.66732, 2.63603, -0.89448], [-4.78989, 1.54818, -1.97409], [-3.20229, 2.27265, -0.28545], [-4.34200, 1.95086, 1.01882], [-1.11561, 1.31714, 1.38473], [2.05672, 1.25191, 3.16909], [0.29749, 1.51032, 3.23174], [2.24049, 0.61218, 0.42942], [1.39055, 1.83176, -1.69016], [1.88064, 3.26619, -0.76001], [3.70916, 2.56545, -2.26798], [4.20207, 2.31164, -0.58458], [4.78036, 0.42946, -2.19064], [3.03555, 0.09119, -2.32544], [2.91522, -1.89830, -1.15468]],
  "forces_ev_per_angstrom": [[-0.344, 0.308, 0.025], [0.111, 0.020, 0.069], [0.013, -0.124, -0.027], [0.064, -0.016, -0.104], [0.078, -0.498, 0.090], [-0.068, 0.236, -0.398], [-0.005, -0.135, 0.028], [-0.076, 0.006, 0.067], [0.128, -0.001, 0.087], [-0.007, 0.045, 0.199], [0.216, 0.288, -0.285], [-0.256, -0.431, 0.029], [0.079, 0.295, -0.118], [0.278, -0.284, -0.112], [-0.052, -0.449, 0.133], [-0.125, 0.328, 0.157], [-0.062, 0.297, 0.161], [0.040, -0.177, -0.026], [-0.091, -0.182, -0.020], [0.063, 0.023, 0.060], [0.023, -0.833, -0.043], [0.554, 0.837, 0.328], [-0.320, -0.014, -0.165], [0.151, 0.203, 0.072], [0.098, -0.083, 0.047], [0.015, -0.140, -0.001], [-0.210, -0.351, -0.142], [0.141, 0.787, 0.121], [-0.399, -0.356, -0.190], [-0.043, -0.024, -0.095], [-0.084, 0.076, 0.231], [0.116, 0.003, -0.195], [-0.028, -0.022, 0.059], [-0.072, -0.003, 0.040], [0.056, -0.198, 0.065], [-0.003, -0.015, -0.036], [-0.045, -0.045, 0.005], [0.017, 0.014, -0.073], [0.012, 0.046, -0.071], [-0.010, 0.050, 0.037], [0.030, 0.095, -0.010], [0.038, 0.164, 0.053], [-0.132, 0.037, -0.046], [0.082, 0.006, -0.156], [-0.147, 0.107, 0.126], [0.047, 0.116, 0.012], [-0.023, -0.142, -0.081], [0.036, 0.017, -0.025], [0.076, 0.084, -0.023], [-0.125, -0.056, 0.024], [0.057, 0.017, 0.018], [0.109, 0.075, 0.103]],
  "lowdin_charge": [-0.046, 0.088, 0.081, 0.070, -0.447, -0.032, 0.084, 0.053, 0.088, -0.158, -0.220, -0.143, -0.164, 0.089, -0.502, 0.054, -0.094, -0.072, -0.257, 0.064, -0.089, -0.205, 0.012, -0.008, 0.109, 0.118, 0.109, -0.203, -0.112, -0.133, -0.193, -0.189, 0.109, 0.119, -0.109, 0.123, 0.125, 0.109, 0.119, 0.120, 0.124, 0.117, 0.141, 0.138, 0.124, 0.126, 0.121, 0.116, 0.123, 0.120, 0.132, 0.146],
  "multiplicity": 1,
  "smiles": "CC(C)OCCCNC(=O)COc1ccc2oc3c(c2c1)CCCC3",
  "molar_mass_g_mol": 345.4,
  "gap_ev": 8.813,
  "total_energy_ha": -1134.042843,
  "e_above_lowest_kj_mol": 133.6,
  "max_force_ev_per_a": 1.06
}

=====

(4)
{
  "formula": "C4H7NO3",
  "method": "wB97M-V/def2-TZVPD",
  "symbols": ["O", "C", "N", "C", "C", "O", "C", "O", "H", "H", "H", "H", "H", "H", "H"],
  "coordinates": [[1.19136, 1.52842, -0.87048], [0.67194, 0.31092, -1.67161], [-0.58002, -0.21075, -1.30040], [-0.38883, -0.36051, -0.00834], [-0.83161, 0.79273, 0.93288], [0.15914, 1.37876, 1.64228], [-0.19816, -1.74075, 0.78026], [0.80323, -2.45218, 0.34417], [0.60398, 0.82267, -2.62632], [1.53810, -0.37480, -1.63012], [-0.07186, -1.38676, 1.82675], [-1.12194, 1.58031, 0.19391], [-1.74642, 0.55589, 1.51366], [1.13144, 1.83308, 0.11445], [-1.16035, -2.27703, 0.75891]],
  "forces_ev_per_angstrom": [[-0.102, -0.067, -0.313], [2.742, 4.002, -0.124], [1.943, -1.946, 6.175], [-4.057, -0.070, -5.447], [0.515, 5.165, 1.656], [-0.679, -2.147, -0.834], [2.417, -2.630, 2.008], [-0.963, 1.320, -0.204], [0.004, -0.436, -0.262], [-0.747, -0.391, -0.036], [0.148, 0.437, -0.207], [-0.285, -0.836, 0.083], [0.424, -1.053, -0.197], [-0.676, -2.006, -1.450], [-0.682, 0.657, -0.848]],
  "lowdin_charge": [-0.134, -0.192, 0.206, -0.047, -0.316, -0.117, -0.306, -0.040, 0.127, 0.148, 0.133, 0.138, 0.149, 0.104, 0.146],
  "multiplicity": 1,
  "molar_mass_g_mol": 117.1,
  "gap_ev": 5.982,
  "total_energy_ha": -436.742059,
  "e_above_lowest_kj_mol": 1053.7,
  "max_force_ev_per_a": 6.79
}